# C3H11N2O

A cluster of 2 separate species, C3H11N2O in total in a non-equilibrium geometry (wB97M-V/def2-TZVPD, the OMol25 dataset).

The energy above the lowest of the compared OMol25 structures with the same formula, charge and spin comes out at 46.2 kcal/mol. The HOMO energy comes out at -0.554 hartree. Its electronic energy is -305.379082 Eh.

The geometry in ORCA input format:
```
! RIJCOSX wB97M-V def2-TZVPD def2/J DEFGRID3
* xyz 1 1
C -0.629 0.166 2.108
C -1.390 -0.534 0.979
N 0.611 0.142 -2.107
C 0.055 -0.611 -1.110
N -1.028 -0.272 -0.478
H -0.802 1.242 2.135
H 0.436 0.012 2.217
H -1.008 -0.294 3.036
H -2.430 -0.204 1.083
H -1.409 -1.611 1.026
H -0.093 0.551 -2.715
H 1.319 0.805 -1.829
H 0.753 -1.370 -0.738
H -1.299 0.682 -0.706
H 2.674 1.360 0.211
H 2.277 0.022 0.719
O 1.890 0.790 0.267
*
```

Atomic partial charges in e from the Löwdin method, atoms 1 to 5: atom 1 (C): -0.068, atom 2 (C): -0.155, atom 3 (N): 0.114, atom 4 (C): -0.127, atom 5 (N): 0.103